w:
The following is a quantum chemistry calculation of 3 unconnected molecules or ions with the total composition C6H13NO3, from the Open Molecules 2025 dataset.

The geometry in ORCA input format:
```
! RIJCOSX wB97M-V def2-TZVPD def2/J DEFGRID3
* xyz 0 1
C 1.5927 -1.1401 -0.1117
C -0.2494 0.6844 0.1041
C -0.6509 -0.6193 0.1151
C 2.3134 -0.8787 1.1729
C -0.0294 1.4857 -1.1326
C -2.5335 0.9370 0.8621
N -3.4832 1.2895 -0.0445
O 2.3152 -0.6129 -1.1812
O 1.2710 -2.4770 -0.3366
O -2.6849 1.0218 2.0597
H 1.8925 -0.9252 -1.9922
H 2.0689 -3.0291 -0.2233
H 0.1337 1.1072 1.0273
H -3.3625 1.0748 -1.0183
H -4.3840 1.6470 0.2671
H -1.0222 -1.0860 -0.7889
H -0.8129 -1.1306 1.0536
H 3.2536 -1.4540 1.2138
H 2.5745 0.1753 1.2685
H 1.6960 -1.1756 2.0208
H -0.4107 0.9761 -2.0200
H -0.5272 2.4552 -1.0490
H 1.0395 1.6745 -1.2665
*
```

Computed properties:
E_HOMO (alpha / beta) in eV: -6.421 / -6.772
HOMO-LUMO gap (alpha / beta) in eV: 6.9922 / 7.3521

x:
The following is a quantum chemistry calculation of a molecular structure, C6H13NO3, from the Open Molecules 2025 dataset.

The geometry in ORCA input format:
```
! RIJCOSX wB97M-V def2-TZVPD def2/J DEFGRID3
* xyz 0 1
C -0.1589 -0.9863 0.3707
C -0.0945 0.2923 -0.2813
C -2.0288 -0.3387 -0.2252
C 0.1474 0.4342 -1.7554
C -2.7368 0.6751 0.6466
C 2.3629 0.1763 0.1658
N 3.3497 0.9259 0.6327
O -0.2201 -0.8851 1.7476
O 0.2296 -2.0635 -0.1437
O 2.7209 -1.0896 0.0496
H -0.0854 -1.7821 2.0839
H 1.9222 -1.6246 -0.2393
H -0.1334 1.1688 0.3516
H 4.2525 0.5311 0.8901
H 3.2130 1.9152 0.7432
H -2.2526 -0.2430 -1.2851
H -2.3164 -1.3582 0.0290
H 1.0439 1.0212 -1.9436
H -0.6775 0.9701 -2.2281
H 0.2416 -0.5382 -2.2351
H -2.5292 1.6991 0.3288
H -2.4297 0.5664 1.6870
H -3.8204 0.5334 0.6100
*
```

Computed properties:
E_HOMO in eV: -7.781
HOMO-LUMO gap in eV: 8.6801

y:
The following is a quantum chemistry calculation of a single C6H13NO3 molecule, from the Open Molecules 2025 dataset.

The geometry in ORCA input format:
```
! RIJCOSX wB97M-V def2-TZVPD def2/J DEFGRID3
* xyz 0 1
C -3.9078 0.5962 -0.1916
C -2.8046 -0.4150 0.0215
O -1.5527 0.2106 -0.1632
C -0.4639 -0.6711 -0.0938
C 0.8047 0.1647 -0.0975
O 0.7357 1.1604 0.9086
C 2.0270 -0.7048 0.1500
C 3.3326 -0.1573 -0.3832
N 3.8202 0.9899 0.0951
H -4.8843 0.1165 -0.0428
H -3.8179 1.4267 0.5219
H -3.8729 1.0007 -1.2125
H -2.8569 -0.8398 1.0407
H -2.9045 -1.2549 -0.6903
H -0.5124 -1.2741 0.8326
H -0.4616 -1.3635 -0.9550
H 0.8879 0.6499 -1.0872
H -0.1179 1.6003 0.8298
H 2.1359 -0.8825 1.2315
H 1.8881 -1.6901 -0.3147
O 4.3239 -0.9604 -0.4443
H 3.2485 1.8132 -0.0656
H 4.9527 0.4845 0.1099
*
```

Computed properties:
E_HOMO in eV: -9.539
HOMO-LUMO gap in eV: 10.1663

Which structure is most stable, and how do the rest compare? From most to least stable: y, x, w.

w:
The following is a quantum chemistry calculation of a single C5H8N2 molecule, from the Open Molecules 2025 dataset.

The geometry in ORCA input format:
```
! RIJCOSX wB97M-V def2-TZVPD def2/J DEFGRID3
* xyz 0 1
C -2.3939 0.2750 -0.0879
N -1.0367 -0.2330 -0.0727
C -0.5419 -1.1696 0.7838
N 0.7661 -1.1621 0.8400
C 1.1565 -0.1483 -0.0114
C 2.5872 0.2720 -0.1422
C 0.0576 0.4261 -0.5906
H -2.7280 0.4755 -1.1113
H -3.0621 -0.4610 0.3661
H -2.4423 1.2041 0.4926
H -1.2006 -1.8356 1.3329
H 2.9156 0.7737 0.7769
H 3.2509 -0.5825 -0.3065
H 2.7125 0.9780 -0.9702
H -0.0479 1.2170 -1.3246
*
```

Computed properties:
E_HOMO in eV: -8.493
HOMO-LUMO gap in eV: 9.3933

x:
The following is a quantum chemistry calculation of a single C5H8N2 molecule, from the Open Molecules 2025 dataset.

The geometry in ORCA input format:
```
! RIJCOSX wB97M-V def2-TZVPD def2/J DEFGRID3
* xyz 0 1
C 2.3598 -0.5056 -0.0620
C 0.9155 -0.1217 -0.0132
C -0.2049 -0.8335 -0.3606
C -1.3429 -0.0192 -0.1086
N -2.6696 -0.4426 -0.3965
C -0.8816 1.1786 0.3882
N 0.4929 1.1017 0.4346
H 2.6136 -1.2248 0.7247
H 2.6005 -0.9705 -1.0223
H 3.0153 0.3631 0.0564
H -0.2332 -1.8278 -0.7833
H -3.2715 0.3181 -0.6769
H -3.0945 -0.9278 0.3868
H -1.4071 2.0775 0.6826
H 1.1077 1.8348 0.7500
*
```

Computed properties:
E_HOMO in eV: -7.751
HOMO-LUMO gap in eV: 8.8032

Which structure is most stable, and how do the rest compare? From most to least stable: w, x.

w:
The following is a quantum chemistry calculation of 2 unconnected molecules or ions with the total composition C5H8N2, from the Open Molecules 2025 dataset.

The geometry in ORCA input format:
```
! RIJCOSX wB97M-V def2-TZVPD def2/J DEFGRID3
* xyz 0 1
C 1.7432 0.8620 0.7387
C 1.4210 -0.1183 -0.3701
C 0.3801 -1.1741 -0.2907
C -0.6199 -1.1559 0.7638
N -1.5509 -1.0642 1.4571
N 0.2483 -0.0270 -1.1864
C -2.5065 0.4313 -0.6172
H 0.9184 0.9596 1.4512
H 2.6366 0.5367 1.2848
H 1.9510 1.8486 0.3113
H 2.3132 -0.4524 -0.9160
H 0.5526 -2.1679 -0.7066
H -1.5107 0.1224 -0.9447
H -3.3316 0.5019 -1.3263
H -2.6448 0.8976 0.3510
*
```

Computed properties:
E_HOMO (alpha / beta) in eV: -10.641 / -8.077
HOMO-LUMO gap (alpha / beta) in eV: 11.2875 / 6.6055

x:
The following is a quantum chemistry calculation of a single C5H8N2 molecule, from the Open Molecules 2025 dataset.

The geometry in ORCA input format:
```
! RIJCOSX wB97M-V def2-TZVPD def2/J DEFGRID3
* xyz 0 1
C -2.0115 -0.7927 0.3701
C -0.7537 -0.3449 -0.3478
C -0.3574 1.0745 -0.3607
N 0.3113 0.2026 0.5637
C 1.7780 0.2966 0.5230
C 2.3511 -0.4181 -0.6185
N 2.6474 -0.9883 -1.5788
H -2.1384 -0.2027 1.2812
H -1.9597 -1.8508 0.6420
H -2.9105 -0.6586 -0.2479
H -0.5577 -0.8865 -1.2818
H 0.2133 1.3692 -1.2465
H -0.9418 1.8490 0.1186
H 2.0383 1.3637 0.4228
H 2.2506 -0.0218 1.4641
*
```

Computed properties:
E_HOMO in eV: -9.637
HOMO-LUMO gap in eV: 10.6014

y:
The following is a quantum chemistry calculation of a single C5H8N2 molecule, from the Open Molecules 2025 dataset.

The geometry in ORCA input format:
```
! RIJCOSX wB97M-V def2-TZVPD def2/J DEFGRID3
* xyz 0 1
C -1.2825 -1.2673 0.4132
N -0.0757 -0.5363 0.1060
C 1.2123 -0.9683 0.3617
C 2.0737 0.0459 0.0528
C 1.2907 1.1521 -0.3963
C -0.0247 0.7533 -0.3572
N -1.2058 1.3948 -0.7720
H -1.9239 -0.6957 1.0931
H -1.8536 -1.5045 -0.4895
H -1.0090 -2.1935 0.9215
H 1.3848 -1.9722 0.7262
H 3.1522 0.0094 0.1418
H 1.6497 2.1208 -0.7204
H -1.9499 1.3305 -0.0869
H -1.0352 2.3715 -0.9736
*
```

Computed properties:
E_HOMO in eV: -7.362
HOMO-LUMO gap in eV: 8.2933

Which structure is most stable, and how do the rest compare? From most to least stable: y, x, w.

w:
The following is a quantum chemistry calculation of a single C5H8N2 molecule, from the Open Molecules 2025 dataset.

The geometry in ORCA input format:
```
! RIJCOSX wB97M-V def2-TZVPD def2/J DEFGRID3
* xyz 0 1
C -2.2756 -0.3837 0.6195
C -0.8924 -0.0725 0.1203
C 0.1797 0.6049 0.6850
C 1.3251 0.3495 -0.1165
N 2.6062 0.8075 0.2704
C 0.9111 -0.3171 -1.2304
N -0.4295 -0.6197 -1.0355
H -2.4775 -1.4603 0.5137
H -2.3705 -0.1464 1.6830
H -3.0585 0.1512 0.0722
H 0.2157 1.6609 0.8675
H 3.2549 0.0399 0.1497
H 2.6053 1.0044 1.2716
H 1.4169 -0.5396 -2.1533
H -1.0110 -1.0789 -1.7173
*
```

Computed properties:
E_HOMO in eV: -7.561
HOMO-LUMO gap in eV: 8.5957

x:
The following is a quantum chemistry calculation of a single C5H8N2 molecule, from the Open Molecules 2025 dataset.

The geometry in ORCA input format:
```
! RIJCOSX wB97M-V def2-TZVPD def2/J DEFGRID3
* xyz 0 1
C 0.6128 -0.2275 1.3840
C 1.2882 -0.5409 -1.0142
C 0.1358 -1.4692 -0.8389
N 0.1425 -0.2400 -0.0118
C -0.9499 0.6833 -0.3229
C -0.6720 2.0547 0.1269
N -0.4931 3.1381 0.4870
H 1.2868 -1.0735 1.4871
H -0.1891 -0.2637 2.1384
H 1.1938 0.6897 1.4967
H 1.1068 0.1251 -1.8726
H -0.7359 -1.5020 -1.5044
H 0.2369 -2.4015 -0.2777
H -1.0738 0.6839 -1.4082
H -1.8897 0.3435 0.1306
*
```

Computed properties:
E_HOMO in eV: -7.679
HOMO-LUMO gap in eV: 8.2468

y:
The following is a quantum chemistry calculation of a single C5H8N2 molecule, from the Open Molecules 2025 dataset.

The geometry in ORCA input format:
```
! RIJCOSX wB97M-V def2-TZVPD def2/J DEFGRID3
* xyz 0 1
N -0.2459 -1.3330 -1.6638
C -0.0103 0.0016 -1.1668
C -1.2413 0.8456 -0.8405
N -1.3028 1.4937 0.1777
C 0.8590 0.0025 0.1150
C 0.2932 -0.5396 1.4089
C 0.5123 0.9179 1.1939
H -0.8216 -1.3027 -2.4995
H -0.7517 -1.8695 -0.9656
H 0.5164 0.5628 -1.9524
H 1.9050 -0.1912 -0.1113
H -0.7382 -0.9013 1.4144
H 0.9526 -1.1149 2.0582
H 1.2358 1.5202 1.7389
H -1.1623 1.9078 1.0928
*
```

Computed properties:
E_HOMO (alpha / beta) in eV: -7.506 / -7.509
HOMO-LUMO gap (alpha / beta) in eV: 8.0572 / 8.0596

z:
The following is a quantum chemistry calculation of a single C5H8N2 molecule, from the Open Molecules 2025 dataset.

The geometry in ORCA input format:
```
! RIJCOSX wB97M-V def2-TZVPD def2/J DEFGRID3
* xyz 0 1
C -0.6025 1.7674 -1.1897
C 0.4818 0.6729 -1.0718
C -0.1395 -1.4915 0.0505
C -0.1618 -1.9166 1.3458
C 0.3659 -0.8113 2.0887
H -0.6840 2.3601 -0.2417
H -1.6076 1.3150 -1.3967
H -0.3593 2.3839 -2.0589
H 0.6128 0.0936 -2.0044
H 1.4180 1.1954 -0.8191
H -0.3833 -2.0112 -0.8409
H -0.3854 -2.8911 1.6722
H 0.5206 -0.6582 3.1633
N 0.3006 -0.2143 0.0401
N 0.6234 0.2059 1.2625
*
```

Computed properties:
E_HOMO in eV: -9.183
HOMO-LUMO gap in eV: 10.2335

Which structure is most stable, and how do the rest compare? From most to least stable: z, w, x, y.

w:
The following is a quantum chemistry calculation of a single C5H8N2 molecule, from the Open Molecules 2025 dataset.

The geometry in ORCA input format:
```
! RIJCOSX wB97M-V def2-TZVPD def2/J DEFGRID3
* xyz 0 1
C 1.4927 1.0764 1.1218
C 0.3708 0.3078 0.5067
C 0.5685 -1.0253 -0.1932
N -0.7918 -1.5836 -0.1866
C -1.4779 -0.4067 -0.5544
N -2.1088 -0.3240 -1.6556
C -0.9041 0.6563 0.3156
H 1.1907 2.1022 1.3519
H 1.8463 0.6014 2.0452
H 2.3448 1.1158 0.4318
H 1.3335 -1.6854 0.2164
H -0.9174 -2.2833 -0.9112
H -2.3519 0.6476 -1.8390
H 0.8064 -0.7768 -1.2462
H -1.4020 1.5778 0.5968
*
```

Computed properties:
E_HOMO in eV: -9.182
HOMO-LUMO gap in eV: 10.0884

x:
The following is a quantum chemistry calculation of a single C5H8N2 molecule, from the Open Molecules 2025 dataset.

The geometry in ORCA input format:
```
! RIJCOSX wB97M-V def2-TZVPD def2/J DEFGRID3
* xyz 0 1
C 2.2755 -0.3613 -0.2472
C 1.1066 0.3083 -0.8878
C -0.0112 -0.6706 -0.9683
N -0.5472 -0.2701 0.3533
C -1.7165 0.5953 0.2707
C -2.0818 1.0957 1.6040
N -2.3723 1.5003 2.6464
H 2.0950 -1.3242 0.2619
H 2.8878 0.2962 0.3769
H 2.8836 -0.5795 -1.1451
H 0.1569 0.1528 0.9544
H -0.7575 -0.4480 -1.7366
H 0.2206 -1.7465 -0.9804
H -1.5807 1.4517 -0.4049
H -2.5587 -0.0002 -0.0973
*
```

Computed properties:
E_HOMO in eV: -8.784
HOMO-LUMO gap in eV: 8.9747

y:
The following is a quantum chemistry calculation of a single C5H8N2 molecule, from the Open Molecules 2025 dataset.

The geometry in ORCA input format:
```
! RIJCOSX wB97M-V def2-TZVPD def2/J DEFGRID3
* xyz 0 1
C -2.3730 -0.0572 -0.3214
N -1.0181 -0.0869 0.1632
C -0.5280 -0.5773 1.3278
N 0.7803 -0.4267 1.4200
C 1.1434 0.2136 0.2481
C 2.5480 0.1863 -0.3216
C 0.0399 0.4380 -0.5092
H -2.4114 -0.4443 -1.3446
H -2.9923 -0.6796 0.3214
H -2.7334 0.9724 -0.3100
H -1.1886 -1.0223 2.0577
H 3.3134 -0.3030 0.3374
H 2.3960 -0.4274 -1.1921
H 3.1073 1.1206 -0.5171
H -0.0837 1.0936 -1.3596
*
```

Computed properties:
E_HOMO in eV: -8.436
HOMO-LUMO gap in eV: 9.3118

Which structure is most stable, and how do the rest compare? From most to least stable: y, w, x.